ORCA calculation (ωB97M-V/def2-TZVPD) on C8H22Hg2O8 as an isolated structure in a non-equilibrium geometry.

Summary:
multiplicity = 2
net charge = +1
HOMO energy (alpha / beta) = -12.06 / -12.06 eV
gap between HOMO and LUMO (alpha / beta) = 4.03 / 4.07 eV
E_tot = -33370.201 eV
<S²> = 0.7555

Last column: Löwdin spin population.
Atoms and positions in Å:
1 Hg -1.071 -2.138 3.165  0.563
2 Hg -3.615 0.593 1.946  0.026
3 C 0.769 0.853 0.621  0.010
4 C -0.047 0.165 1.780  0.024
5 O 0.567 -0.569 2.541  0.179
6 O -1.268 0.426 1.921  0.039
7 H 0.406 0.619 -0.379  0.001
8 H 1.794 0.514 0.767  0.000
9 H 0.804 1.941 0.680  0.000
10 C -4.515 -3.633 0.774  -0.001
11 C -4.067 -2.202 1.260  0.011
12 O -4.815 -1.234 1.078  -0.011
13 O -2.943 -2.016 1.761  0.157
14 H -4.096 -4.453 1.356  0.000
15 H -4.234 -3.842 -0.259  0.000
16 H -5.604 -3.662 0.821  0.000
17 C -1.401 2.323 -3.084  0.000
18 O -1.116 2.328 -1.719  0.000
19 H -2.085 1.536 -3.404  0.000
20 H -1.761 3.291 -3.432  0.000
21 H -0.471 2.071 -3.594  0.000
22 H -1.650 3.038 -1.355  0.000
23 C -0.555 -1.493 -2.113  0.000
24 O -1.104 -1.344 -3.361  0.000
25 H -1.075 -1.029 -1.276  0.000
26 H -0.166 -2.485 -1.880  0.000
27 H 0.305 -0.826 -2.176  0.000
28 H -2.002 -1.678 -3.314  0.000
29 C 4.323 -0.012 3.694  0.000
30 O 3.425 1.063 3.386  0.001
31 H 3.846 -0.979 3.537  0.000
32 H 5.273 0.171 3.190  0.000
33 H 4.553 -0.018 4.759  0.000
34 H 2.644 0.700 2.961  0.000
35 C 3.191 1.884 -1.595  0.000
36 O 3.864 2.590 -2.637  0.000
37 H 3.310 2.377 -0.630  0.000
38 H 2.159 1.712 -1.898  0.000
39 H 3.621 0.898 -1.419  0.000
40 H 4.807 2.521 -2.472  0.000

ORCA calculation (ωB97M-V/def2-TZVPD) on C8H22N3O6PS2 as an isolated structure in a non-equilibrium geometry.

Summary:
multiplicity = 1
net charge = 0
HOMO energy = -8.27 eV
gap between HOMO and LUMO = 6.79 eV
E_tot = -56360.633 eV

Last column: natural (NBO) charge in e.
Atoms and positions in Å:
1 O 1.884 5.678 -2.046  -0.539
2 C 1.145 4.880 -1.411  0.760
3 O -0.134 5.224 -0.889  -0.709
4 C 1.763 3.389 -1.214  -0.197
5 O 3.114 3.581 -0.735  -0.679
6 S 4.227 2.612 -1.548  1.686
7 O 5.304 2.348 -0.512  -0.860
8 O 5.051 3.480 -2.756  -0.808
9 S 3.986 3.769 -4.074  0.287
10 H -0.660 5.509 -1.670  0.502
11 H 1.705 2.804 -2.203  0.230
12 H 1.134 2.841 -0.413  0.216
13 H 3.854 2.539 -4.738  0.109
14 O 0.937 -1.366 -0.270  -0.877
15 P -0.294 -2.019 0.388  2.197
16 N -1.365 -1.400 -0.795  -0.795
17 C -2.657 -0.768 -0.633  -0.405
18 C -1.372 -2.183 -2.029  -0.418
19 N -0.155 -1.014 1.802  -0.828
20 C -0.729 0.327 1.851  -0.406
21 C 1.225 -0.900 2.304  -0.398
22 N -1.663 -2.865 1.167  -0.710
23 C -2.511 -2.362 2.237  -0.408
24 C -1.202 -4.211 1.559  -0.429
25 H -3.454 -1.490 -0.416  0.171
26 H -2.941 -0.238 -1.548  0.200
27 H -2.660 0.003 0.133  0.200
28 H -1.962 -3.101 -1.910  0.167
29 H -0.356 -2.470 -2.314  0.216
30 H -1.778 -1.612 -2.870  0.198
31 H -0.448 0.931 0.984  0.177
32 H -0.417 0.857 2.758  0.204
33 H -1.815 0.299 1.936  0.187
34 H 1.804 -0.163 1.740  0.186
35 H 1.744 -1.862 2.240  0.197
36 H 1.232 -0.604 3.357  0.190
37 H -1.967 -2.180 3.170  0.199
38 H -3.296 -3.092 2.459  0.209
39 H -3.049 -1.460 1.954  0.204
40 H -0.503 -4.158 2.402  0.177
41 H -0.684 -4.692 0.721  0.197
42 H -2.036 -4.864 1.832  0.202

ORCA calculation (ωB97M-V/def2-TZVPD) on C8H23ClCrI2NOP2 as an isolated structure in a non-equilibrium geometry.

Summary:
multiplicity = 4
net charge = +2
HOMO energy (alpha / beta) = -14.55 / -14.89 eV
gap between HOMO and LUMO (alpha / beta) = 4.48 / 4.83 eV
E_tot = -87916.374 eV
<S²> = 3.8645

Last column: Löwdin spin population.
Atoms and positions in Å:
1 I 1.974 0.140 -2.305  0.021
2 I -0.558 0.001 -3.817  -0.013
3 Cr -0.202 -0.008 -0.659  3.106
4 P -0.595 -2.497 -0.501  -0.043
5 C 0.446 -2.972 -1.910  0.001
6 C -0.035 -3.339 1.044  -0.002
7 H -0.152 -4.424 1.041  -0.001
8 H -2.250 -4.297 -0.604  -0.003
9 H -0.557 -3.000 1.942  0.000
10 H -2.981 -2.772 -0.063  0.000
11 H 1.454 -2.512 -1.905  0.001
12 H 1.018 -3.144 1.237  0.000
13 C -2.262 -3.209 -0.771  -0.010
14 H 0.495 -4.067 -1.773  -0.001
15 H -2.625 -3.059 -1.800  0.000
16 H -0.046 -2.699 -2.855  0.000
17 P -0.884 2.402 -0.458  -0.044
18 C 0.108 3.035 -1.841  0.001
19 C -2.617 2.938 -0.692  -0.010
20 H -0.893 2.798 1.992  0.000
21 H -0.644 4.306 1.167  -0.001
22 H 0.658 3.147 1.300  0.000
23 C -0.410 3.239 1.118  -0.002
24 H -3.282 2.414 0.010  0.000
25 H -2.721 4.016 -0.502  -0.003
26 H 0.018 4.122 -1.671  -0.001
27 H -0.349 2.732 -2.793  0.000
28 H -2.970 2.772 -1.721  0.000
29 H 1.166 2.707 -1.844  0.001
30 Cl -1.706 -0.122 1.083  -0.050
31 C 1.685 0.110 2.906  0.002
32 C 2.205 0.136 1.524  0.009
33 N 3.526 0.208 1.322  0.012
34 O 1.387 0.098 0.575  0.025
35 H 2.002 0.989 3.481  0.000
36 H 1.986 -0.806 3.432  0.000
37 H 0.595 0.108 2.799  0.000
38 H 3.889 0.246 0.370  0.001
39 H 4.127 0.263 2.139  0.000

ORCA calculation (ωB97M-V/def2-TZVPD) on C8H23InNO5 as an isolated structure in a non-equilibrium geometry.

Summary:
relative energy (zero: lowest compared OMol25 entry of this formula, charge and spin) = 54.6 kcal per mole
multiplicity = 1
net charge = +3
HOMO energy = -20.69 eV
gap between HOMO and LUMO = 4.84 eV
E_tot = -25536.262 eV

Last column: natural (NBO) charge in e.
Atoms and positions in Å:
1 In -1.201 -0.062 -0.926  2.034
2 C 2.446 -2.293 0.170  -0.615
3 C 1.340 -1.196 0.275  -0.104
4 C 1.797 0.053 0.944  -0.117
5 O 0.603 0.740 1.068  -0.585
6 C 0.486 1.739 2.091  -0.269
7 N 0.797 -0.786 -1.044  -0.931
8 H 2.072 -3.039 -0.536  0.216
9 H 2.636 -2.784 1.120  0.279
10 H 3.345 -1.831 -0.240  0.249
11 H 0.576 -1.698 0.869  0.264
12 H 2.665 0.567 0.508  0.222
13 H 2.206 -0.140 1.946  0.237
14 H 0.457 1.285 3.083  0.217
15 H -0.418 2.324 1.932  0.208
16 H 1.332 2.429 2.016  0.220
17 H 1.030 -1.493 -1.762  0.466
18 H 1.409 -0.050 -1.432  0.459
19 C -0.821 2.637 -3.492  -0.110
20 C -0.824 3.368 -2.168  -0.106
21 O -0.186 2.602 -1.104  -0.760
22 O -1.179 1.240 -3.442  -0.734
23 H 0.134 2.778 -4.006  0.227
24 H -1.633 3.075 -4.078  0.236
25 H -1.831 3.597 -1.819  0.206
26 H -0.185 4.228 -2.366  0.246
27 H 0.193 3.259 -0.503  0.531
28 H -1.642 0.990 -4.257  0.543
29 C -1.497 -2.937 1.562  -0.101
30 C -1.516 -1.609 2.313  -0.113
31 O -2.391 -0.773 1.542  -0.715
32 O -0.923 -2.757 0.268  -0.772
33 H -2.549 -3.216 1.452  0.227
34 H -0.899 -3.637 2.146  0.232
35 H -0.534 -1.178 2.519  0.192
36 H -2.046 -1.772 3.259  0.254
37 H -2.885 -0.169 2.119  0.539
38 H -0.367 -3.491 -0.024  0.526

ORCA calculation (ωB97M-V/def2-TZVPD) on C8H24BeNO11 as an isolated structure in a non-equilibrium geometry.

Summary:
relative energy (zero: lowest compared OMol25 entry of this formula, charge and spin) = 0.0 kcal per mole
multiplicity = 1
net charge = +1
HOMO energy = -10.81 eV
gap between HOMO and LUMO = 8.01 eV
E_tot = -33087.958 eV

Last column: natural (NBO) charge in e.
Atoms and positions in Å:
1 Be -0.105 -0.008 -0.098  1.694
2 N -3.355 -0.175 1.376  0.698
3 O -3.866 -0.770 2.331  -0.470
4 O -4.010 0.010 0.331  -0.522
5 O -2.144 0.203 1.455  -0.652
6 C 0.062 2.016 2.404  -0.103
7 C 1.088 0.999 2.818  -0.085
8 O 0.754 -0.168 2.097  -0.760
9 O -0.092 1.934 0.998  -0.770
10 H 0.317 3.016 2.750  0.195
11 H -0.835 1.668 2.922  0.221
12 H 0.987 0.798 3.887  0.198
13 H 2.139 1.289 2.701  0.166
14 H 1.194 -0.908 2.529  0.501
15 H -0.498 2.763 0.724  0.513
16 C -1.499 -2.700 -1.069  -0.092
17 C -1.599 -2.485 0.415  -0.089
18 O -0.511 -1.603 0.791  -0.860
19 O -1.456 -1.353 -1.492  -0.763
20 H -2.412 -3.238 -1.328  0.213
21 H -0.595 -3.220 -1.393  0.164
22 H -1.472 -3.467 0.884  0.197
23 H -2.542 -1.987 0.641  0.234
24 H -0.665 -1.284 1.690  0.552
25 H -1.873 -1.208 -2.346  0.497
26 C 2.990 -1.134 -0.001  -0.087
27 C 3.082 0.175 -0.710  -0.087
28 O 1.944 0.882 -0.179  -0.785
29 O 1.724 -1.663 -0.406  -0.755
30 H 3.032 -0.952 1.073  0.176
31 H 3.810 -1.787 -0.304  0.196
32 H 3.010 0.097 -1.790  0.194
33 H 3.984 0.699 -0.386  0.196
34 H 2.157 1.791 0.040  0.507
35 H 1.827 -2.591 -0.629  0.498
36 C -0.555 2.253 -1.919  -0.116
37 C -0.093 1.231 -2.895  -0.091
38 O 0.499 0.198 -2.061  -0.789
39 O -1.498 1.574 -1.093  -0.747
40 H -0.997 3.163 -2.322  0.212
41 H 0.315 2.512 -1.320  0.187
42 H 0.608 1.622 -3.636  0.204
43 H -0.954 0.805 -3.422  0.178
44 H 0.480 -0.624 -2.564  0.513
45 H -2.376 1.630 -1.492  0.518

ORCA calculation (ωB97M-V/def2-TZVPD) on C8H24FO8Y as an isolated structure in a non-equilibrium geometry.

Summary:
relative energy (zero: lowest compared OMol25 entry of this formula, charge and spin) = 46.1 kcal per mole
multiplicity = 1
net charge = +2
HOMO energy = -14.38 eV
gap between HOMO and LUMO = 5.52 eV
E_tot = -28809.727 eV

Last column: natural (NBO) charge in e.
Atoms and positions in Å:
1 Y -0.925 -1.609 1.076  2.535
2 F 0.316 -0.365 -0.510  -0.837
3 C 0.761 -3.494 -1.085  -0.105
4 C -0.765 -3.820 -1.353  -0.117
5 O -1.701 -3.007 -0.678  -0.823
6 O 0.923 -3.040 0.190  -0.797
7 H 0.985 -2.641 -1.726  0.228
8 H 1.429 -4.325 -1.309  0.236
9 H -0.967 -4.869 -1.134  0.206
10 H -0.961 -3.790 -2.424  0.235
11 H -2.556 -3.391 -0.886  0.547
12 H 1.869 -2.915 0.292  0.542
13 C 1.131 3.140 0.759  -0.077
14 C 2.404 2.345 0.276  -0.103
15 O 2.456 1.021 0.874  -0.752
16 O 0.887 3.247 2.148  -0.762
17 H 0.187 2.671 0.483  0.138
18 H 1.155 4.141 0.329  0.199
19 H 3.359 2.746 0.614  0.214
20 H 2.155 2.204 -0.776  0.200
21 H 1.909 0.396 0.394  0.468
22 H 1.595 3.721 2.589  0.492
23 C -1.545 0.892 3.212  -0.113
24 C -1.884 -0.402 3.874  -0.116
25 O -2.268 -1.460 3.029  -0.833
26 O -0.912 0.722 1.983  -0.805
27 H -0.978 1.441 3.964  0.249
28 H -2.465 1.453 3.050  0.209
29 H -2.577 -0.366 4.714  0.250
30 H -0.981 -0.791 4.344  0.184
31 H -2.692 -2.090 3.616  0.548
32 H -0.480 1.549 1.756  0.570
33 C 0.774 0.973 -3.778  -0.087
34 C -0.654 1.414 -3.388  -0.095
35 O -0.453 1.932 -2.103  -0.733
36 O 1.235 -0.160 -2.929  -0.770
37 H 1.499 1.783 -3.709  0.189
38 H 0.606 0.789 -4.840  0.191
39 H -1.414 0.632 -3.405  0.157
40 H -1.058 2.215 -4.007  0.203
41 H -0.397 1.170 -1.521  0.459
42 H 0.999 -0.061 -2.004  0.474

- Look up the multiplicity of the third one.
  4